Entry 1:
{
  "formula": "C57H49CrN6O5",
  "method": "ωB97M-V/def2-TZVPD",
  "elements": ["Cr", "O", "C", "C", "C", "C", "C", "C", "C", "O", "N", "N", "C", "C", "C", "C", "C", "C", "N", "H", "H", "H", "H", "H", "H", "H", "H", "H", "H", "O", "C", "C", "C", "C", "C", "C", "C", "C", "C", "O", "C", "C", "C", "C", "C", "C", "C", "C", "C", "C", "C", "C", "N", "C", "C", "C", "C", "C", "C", "C", "C", "C", "C", "C", "C", "H", "H", "H", "H", "H", "H", "H", "H", "H", "H", "H", "H", "H", "H", "H", "H", "H", "H", "H", "H", "H", "H", "H", "H", "H", "H", "H", "C", "N", "N", "C", "O", "C", "C", "C", "C", "C", "C", "C", "C", "C", "H", "H", "H", "H", "H", "H", "H", "H", "H", "H", "H", "H"],
  "coordinates": [[-0.03317, -0.21960, 0.36410], [-4.45870, -0.72214, -0.15076], [-4.77651, 0.58493, -0.01058], [-6.08304, 0.97140, -0.30543], [-6.47398, 2.29384, -0.17090], [-5.55518, 3.24691, 0.25741], [-4.25648, 2.86275, 0.54872], [-3.83275, 1.53798, 0.42204], [-2.42902, 1.16137, 0.71065], [-2.06587, -0.10260, 0.47890], [-1.59916, 2.06052, 1.11374], [-0.32729, 1.56552, 1.31406], [0.57660, 2.52447, 1.58295], [1.88742, 2.30953, 2.06615], [2.82780, 3.37530, 2.01034], [4.10529, 3.18439, 2.46714], [4.46278, 1.93658, 2.99311], [3.47974, 0.95435, 3.01912], [2.23976, 1.10107, 2.58291], [-3.48435, -0.75687, 0.06379], [-6.78074, 0.20594, -0.62479], [-7.49525, 2.57858, -0.39583], [-5.85211, 4.28205, 0.37127], [-3.52516, 3.58517, 0.88825], [0.25186, 3.55357, 1.43923], [2.52825, 4.32220, 1.57532], [4.83117, 3.98805, 2.41060], [5.45907, 1.73476, 3.36379], [3.71627, -0.02622, 3.43174], [1.84323, -0.03596, 0.04136], [2.64971, -0.37515, -1.01407], [1.79107, -0.97610, -2.17419], [1.05646, -2.19906, -1.71779], [1.40701, -3.45054, -2.21024], [0.79017, -4.57998, -1.70860], [-0.16304, -4.43661, -0.71937], [-0.48368, -3.16495, -0.26585], [-1.44806, -2.96810, 0.85628], [-0.69209, -2.46005, 2.12618], [0.12224, -1.38389, 1.84412], [-1.67468, -2.06482, 3.23641], [-3.04780, -1.94945, 3.06514], [-3.86027, -1.50488, 4.10394], [-3.30786, -1.16653, 5.32776], [-1.93266, -1.27239, 5.50680], [-1.12952, -1.71647, 4.47129], [0.17664, -3.64557, 2.58245], [-0.37533, -4.75741, 3.21448], [0.40969, -5.85963, 3.52148], [1.76153, -5.86520, 3.19568], [2.31721, -4.75836, 2.56971], [1.52866, -3.65439, 2.26888], [0.10745, -2.06613, -0.77290], [3.36962, 0.88391, -1.54965], [4.73660, 0.95239, -1.79541], [5.32282, 2.12463, -2.26455], [4.55059, 3.25008, -2.49436], [3.18585, 3.19901, -2.23351], [2.60729, 2.03399, -1.75769], [3.67773, -1.41646, -0.54057], [3.86133, -1.57444, 0.82764], [4.78204, -2.49251, 1.31734], [5.52779, -3.27308, 0.44562], [5.35205, -3.12194, -0.92422], [4.43726, -2.19787, -1.40970], [2.40996, -1.22855, -3.03573], [1.09428, -0.19728, -2.47707], [2.18233, -3.52123, -2.96027], [1.06751, -5.56356, -2.06775], [-0.64437, -5.29293, -0.26664], [-1.96808, -3.90245, 1.07042], [-2.17505, -2.21733, 0.56972], [-3.51098, -2.18842, 2.11655], [-4.92786, -1.41225, 3.94298], [-3.93916, -0.81172, 6.13361], [-1.48457, -0.99398, 6.45324], [-0.05494, -1.77028, 4.60075], [-1.42769, -4.75404, 3.47930], [-0.03233, -6.71414, 4.02091], [2.37588, -6.72555, 3.43452], [3.36908, -4.74936, 2.30660], [1.94111, -2.77880, 1.78548], [5.36805, 0.09518, -1.60506], [6.39248, 2.15354, -2.43752], [5.00719, 4.16406, -2.85587], [2.56708, 4.07577, -2.38611], [1.55597, 2.01900, -1.51078], [3.25453, -0.96330, 1.48632], [4.91066, -2.59930, 2.38870], [6.24087, -3.99424, 0.82724], [5.93085, -3.72285, -1.61624], [4.32874, -2.07941, -2.48230], [-4.13144, 2.84631, -3.28501], [-3.04038, 1.88346, -3.48680], [-1.92018, 2.15309, -2.69725], [-1.46859, 1.01134, -2.08987], [-0.46713, 0.99718, -1.37028], [-2.38313, -0.02748, -2.48756], [-3.32647, 0.54580, -3.25976], [-4.58426, -0.04318, -3.79046], [-1.22922, 3.38689, -2.78360], [-1.10690, 4.02990, -4.00870], [-0.42928, 5.23861, -4.07792], [0.13433, 5.78857, -2.93528], [0.00708, 5.13086, -1.71889], [-0.68378, 3.93183, -1.62779], [-3.74745, 3.84943, -3.45052], [-4.53958, 2.77584, -2.27402], [-4.90597, 2.64558, -4.02181], [-2.32583, -1.05341, -2.16777], [-4.53807, -1.12714, -3.71559], [-4.74372, 0.23698, -4.83225], [-5.43994, 0.29730, -3.20268], [-1.52986, 3.57636, -4.89618], [-0.33106, 5.74135, -5.03175], [0.67259, 6.72611, -2.99285], [0.44416, 5.55101, -0.82153], [-0.81173, 3.43094, -0.67574]],
  "forces_ev_per_angstrom": [[-0.046, 0.087, 0.042], [0.060, 0.029, 0.009], [0.005, -0.021, 0.003], [-0.001, 0.041, -0.028], [0.009, -0.007, -0.021], [0.001, 0.006, 0.018], [0.018, 0.018, 0.006], [0.010, 0.013, 0.003], [-0.006, -0.167, -0.046], [-0.077, 0.065, 0.016], [0.120, 0.051, 0.035], [-0.038, 0.068, 0.111], [-0.064, -0.049, -0.057], [0.036, -0.030, -0.032], [-0.015, -0.030, 0.025], [0.016, -0.003, -0.013], [-0.007, 0.000, -0.008], [-0.046, 0.090, 0.073], [0.028, 0.087, 0.118], [-0.006, -0.002, 0.012], [0.011, 0.002, 0.006], [0.009, -0.003, 0.004], [0.003, -0.004, -0.001], [-0.006, -0.007, -0.003], [0.013, -0.002, 0.005], [-0.004, 0.003, 0.016], [-0.002, -0.001, 0.002], [-0.009, -0.004, -0.008], [0.006, 0.042, 0.024], [-0.214, 0.243, -0.207], [-0.001, -0.145, 0.085], [0.027, 0.028, 0.003], [0.000, 0.002, 0.024], [-0.028, 0.010, -0.013], [0.024, -0.026, -0.018], [-0.025, 0.014, 0.023], [0.021, 0.008, -0.030], [0.042, 0.066, -0.004], [0.012, -0.005, 0.018], [0.006, -0.072, -0.007], [-0.021, 0.059, -0.026], [0.012, -0.065, 0.002], [-0.012, 0.003, 0.019], [-0.008, -0.003, -0.022], [0.007, -0.016, -0.011], [0.039, 0.039, 0.013], [-0.038, -0.039, -0.001], [-0.006, 0.000, 0.000], [0.010, 0.006, 0.001], [-0.022, 0.000, 0.008], [-0.006, 0.000, -0.004], [0.001, -0.010, 0.006], [0.058, -0.076, -0.025], [0.009, 0.015, 0.065], [0.009, -0.010, -0.044], [-0.008, -0.012, -0.003], [-0.016, 0.006, 0.002], [0.008, -0.003, 0.007], [0.008, -0.008, 0.009], [0.018, -0.043, -0.003], [0.025, 0.019, -0.023], [0.014, 0.047, -0.017], [0.004, 0.007, -0.015], [-0.001, -0.008, 0.017], [-0.007, -0.016, 0.011], [0.020, 0.014, -0.011], [-0.018, 0.020, 0.000], [-0.008, -0.006, -0.005], [-0.003, 0.004, -0.002], [0.005, 0.001, -0.004], [-0.001, -0.002, 0.005], [-0.022, -0.006, -0.015], [0.001, 0.004, 0.022], [0.006, 0.002, 0.001], [0.004, 0.000, -0.006], [-0.004, -0.004, -0.006], [-0.004, 0.006, -0.025], [-0.003, 0.003, 0.000], [0.003, 0.004, -0.004], [-0.007, 0.007, -0.003], [-0.027, 0.003, 0.001], [-0.028, -0.035, 0.031], [-0.006, 0.014, 0.003], [-0.006, -0.003, 0.001], [-0.005, -0.004, 0.002], [0.003, -0.008, 0.003], [-0.070, -0.039, 0.004], [0.008, -0.095, -0.097], [-0.002, -0.002, -0.006], [0.001, 0.001, 0.001], [-0.004, 0.001, 0.002], [-0.001, -0.004, 0.000], [0.020, -0.033, -0.033], [-0.025, 0.090, 0.054], [0.002, 0.066, 0.069], [-0.278, 0.017, 0.076], [0.559, -0.188, -0.129], [0.087, -0.024, 0.008], [-0.080, -0.017, -0.088], [0.008, -0.019, -0.033], [-0.047, -0.075, -0.028], [0.039, 0.008, -0.003], [-0.014, -0.021, -0.010], [-0.022, -0.001, 0.003], [0.016, -0.017, 0.031], [-0.023, 0.081, 0.036], [0.004, 0.016, -0.028], [-0.018, -0.009, 0.033], [-0.001, -0.016, 0.017], [0.008, 0.021, -0.014], [-0.002, 0.003, 0.011], [-0.009, -0.005, -0.007], [0.012, 0.011, 0.022], [-0.006, -0.005, 0.010], [0.002, 0.003, 0.005], [-0.001, -0.003, 0.000], [0.003, 0.003, -0.011], [-0.022, -0.050, -0.032]],
  "gap_ev": [4.3, 6.8],
  "charge": -1,
  "spin_multiplicity": 5,
  "s_squared": 6.0498
}

Entry 2:
{
  "formula": "C57H49FGeNNaO5P3S",
  "method": "ωB97M-V/def2-TZVPD",
  "elements": ["Na", "F", "Ge", "C", "C", "C", "C", "C", "C", "P", "C", "C", "C", "C", "C", "C", "C", "C", "C", "C", "C", "C", "C", "C", "C", "C", "C", "C", "P", "C", "C", "C", "C", "C", "C", "C", "C", "C", "C", "C", "C", "C", "C", "C", "C", "C", "C", "P", "C", "C", "C", "C", "C", "C", "C", "C", "C", "C", "C", "C", "H", "H", "H", "H", "H", "H", "H", "H", "H", "H", "H", "H", "H", "H", "H", "H", "H", "H", "H", "H", "H", "H", "H", "H", "H", "H", "H", "H", "H", "H", "H", "H", "H", "H", "H", "H", "H", "H", "H", "H", "H", "H", "O", "S", "O", "O", "O", "O", "H", "H", "C", "C", "C", "N", "H", "H", "H", "H", "H"],
  "coordinates": [[-0.15673, 0.71019, -1.09644], [0.65738, 0.74244, 3.89526], [-0.14356, 1.16540, 2.23519], [1.72196, 1.46457, 1.58753], [2.35558, 2.64863, 1.97453], [3.55980, 3.02593, 1.39886], [4.15165, 2.23637, 0.41629], [3.57330, 1.02797, 0.06647], [2.37704, 0.63372, 0.66967], [1.75538, -1.08354, 0.71055], [2.70897, -1.93997, -0.62800], [2.07535, -2.07643, -1.86850], [2.68097, -2.74377, -2.92291], [3.94763, -3.28726, -2.76083], [4.58742, -3.17420, -1.53428], [3.96872, -2.51919, -0.47492], [2.68920, -1.55967, 2.24287], [4.00668, -1.17884, 2.50278], [4.63494, -1.55429, 3.68068], [3.94792, -2.29479, 4.63625], [2.62509, -2.63954, 4.41168], [2.00148, -2.26983, 3.22552], [-1.12487, 2.66285, 3.04389], [-1.41317, 3.01382, 4.35972], [-2.17152, 4.15159, 4.60997], [-2.66489, 4.91924, 3.55342], [-2.38499, 4.57218, 2.23620], [-1.59125, 3.45075, 1.98670], [-1.02939, 2.85383, 0.35827], [-4.08775, 3.27441, -0.86231], [-4.36906, 2.22810, 0.14980], [-5.05432, 1.09792, -0.07746], [-5.64022, 0.82364, -1.38202], [-5.51389, 1.69785, -2.38597], [-4.68494, 2.90106, -2.20793], [0.34477, 4.03057, 0.05450], [0.68786, 5.11332, 0.87293], [1.72472, 5.97515, 0.53518], [2.46492, 5.77545, -0.62283], [2.12845, 4.71567, -1.45583], [1.07539, 3.87564, -1.13181], [-1.18854, -0.57245, 2.45678], [-1.65354, -0.57225, 3.77978], [-2.17379, -1.70210, 4.38733], [-2.23302, -2.89386, 3.68180], [-1.86150, -2.90243, 2.34865], [-1.38189, -1.75392, 1.70229], [-1.21323, -1.84898, -0.13409], [-0.56673, -3.57758, -0.38701], [-0.89291, -4.31478, -1.52789], [-0.26435, -5.52006, -1.81209], [0.71435, -6.02364, -0.96526], [1.04362, -5.31219, 0.17775], [0.40642, -4.11175, 0.46045], [-2.98036, -2.15639, -0.64515], [-4.06268, -2.40974, 0.19300], [-5.32725, -2.66978, -0.32912], [-5.53611, -2.67497, -1.69945], [-4.47559, -2.38294, -2.54805], [-3.22214, -2.11772, -2.02244], [1.89817, 3.27264, 2.73467], [4.03209, 3.95381, 1.69993], [5.07478, 2.55603, -0.05530], [4.05701, 0.37767, -0.65333], [1.08025, -1.67709, -2.01548], [2.14830, -2.84003, -3.86286], [4.42906, -3.80960, -3.58003], [5.57271, -3.60470, -1.39471], [4.46945, -2.47418, 0.48190], [4.53985, -0.55687, 1.79556], [5.66071, -1.25364, 3.86131], [4.43707, -2.57537, 5.56204], [2.06649, -3.18232, 5.16533], [0.95164, -2.50482, 3.08711], [-1.02675, 2.41330, 5.17747], [-2.38493, 4.44567, 5.63196], [-3.27273, 5.79347, 3.76386], [-2.78476, 5.14172, 1.40315], [-4.07029, 2.46554, 1.16794], [-5.25371, 0.40265, 0.73282], [-6.23006, -0.07699, -1.50976], [-6.02595, 1.55380, -3.33194], [-4.85668, 3.69329, -2.92497], [0.14169, 5.28429, 1.79179], [1.96775, 6.80298, 1.19299], [3.28441, 6.43869, -0.87533], [2.68614, 4.54937, -2.37262], [0.78883, 3.09840, -1.82738], [-1.55471, 0.33252, 4.36493], [-2.50645, -1.65653, 5.41758], [-2.58326, -3.80402, 4.15387], [-1.96035, -3.81771, 1.77984], [-1.64171, -3.95288, -2.21660], [-0.54075, -6.06527, -2.70707], [1.20782, -6.96137, -1.19186], [1.80197, -5.68677, 0.85714], [0.66973, -3.59270, 1.37033], [-3.94125, -2.38705, 1.26676], [-6.15175, -2.86872, 0.34708], [-6.51796, -2.88793, -2.10456], [-4.62861, -2.33892, -3.61952], [-2.41450, -1.84481, -2.69196], [-3.16023, 0.71799, -3.60261], [-2.35043, 1.27548, -2.55165], [-3.17519, 2.70732, -2.14809], [-1.05849, 1.78588, -2.98834], [-2.18479, 0.47397, -1.36543], [-0.57274, -0.56237, -4.58574], [-0.35114, 0.28327, -4.15679], [-1.52865, -0.48077, -4.70291], [4.18343, 0.07257, -5.01754], [3.46885, 1.37204, -4.62184], [2.54959, 1.15337, -3.50307], [1.84867, 0.94296, -2.61984], [4.90282, 0.27168, -5.81194], [3.46427, -0.66626, -5.36969], [4.71042, -0.35463, -4.16429], [2.89401, 1.76755, -5.45892], [4.18809, 2.13500, -4.32331]],
  "forces_ev_per_angstrom": [[1.427, -0.041, 0.120], [0.033, -0.038, 0.105], [0.639, 0.094, 0.862], [-0.145, -0.150, -0.389], [-0.007, -0.100, 0.012], [-0.031, -0.031, 0.003], [0.001, 0.030, 0.003], [-0.056, 0.088, 0.114], [0.085, 0.034, 0.032], [1.025, -0.129, 0.089], [-0.100, -0.047, -0.048], [0.038, -0.005, 0.112], [-0.027, 0.071, 0.008], [0.023, -0.006, 0.005], [-0.012, 0.016, 0.027], [-0.028, 0.007, -0.041], [-0.244, -0.130, 0.031], [-0.018, -0.018, 0.081], [-0.027, -0.004, -0.016], [-0.009, 0.022, -0.031], [0.014, -0.001, -0.012], [-0.003, -0.017, 0.001], [-0.115, 0.109, -0.311], [0.034, -0.019, 0.028], [-0.012, 0.003, -0.068], [0.037, -0.051, -0.048], [-0.013, -0.049, 0.086], [-0.106, 0.034, 0.133], [-0.134, 0.262, 0.144], [-0.975, 0.526, 0.245], [0.274, -0.051, -0.051], [-0.075, 0.008, -0.071], [-0.055, 0.030, 0.109], [0.019, -0.006, -0.072], [0.597, -0.281, 0.557], [0.008, 0.095, -0.057], [0.053, 0.003, -0.018], [-0.010, -0.044, -0.004], [-0.019, -0.011, 0.053], [-0.009, -0.049, -0.003], [-0.031, 0.024, 0.048], [-0.083, -0.065, -0.374], [0.005, -0.009, -0.071], [-0.009, -0.033, -0.027], [0.011, -0.002, -0.021], [0.034, 0.118, 0.017], [-0.064, 0.156, 0.177], [-0.446, -0.594, 0.199], [0.147, 0.063, 0.082], [0.076, 0.010, -0.028], [0.015, 0.017, 0.051], [-0.046, 0.032, -0.030], [0.003, -0.010, 0.005], [-0.004, 0.007, 0.040], [0.074, -0.032, -0.079], [-0.031, 0.057, 0.020], [0.028, -0.007, 0.004], [0.096, -0.064, 0.015], [-0.001, -0.040, 0.017], [0.012, 0.000, 0.047], [0.027, 0.006, -0.066], [-0.032, 0.001, -0.017], [-0.027, -0.006, 0.017], [0.000, -0.029, -0.002], [-0.045, 0.011, -0.006], [0.032, 0.006, 0.037], [-0.021, 0.009, 0.021], [-0.034, -0.007, 0.010], [0.028, 0.002, -0.010], [0.006, -0.004, -0.034], [-0.032, 0.007, -0.004], [-0.017, 0.004, -0.029], [0.005, 0.029, -0.027], [0.022, 0.016, 0.015], [0.005, 0.047, -0.040], [-0.008, -0.009, -0.020], [0.022, -0.040, -0.008], [0.027, 0.007, 0.046], [0.083, -0.071, -0.069], [-0.006, 0.016, -0.052], [0.031, 0.084, 0.023], [0.107, -0.054, 0.050], [0.047, 0.066, -0.077], [-0.004, -0.001, 0.022], [-0.031, -0.015, -0.003], [-0.026, -0.008, 0.002], [-0.041, 0.000, 0.018], [0.024, -0.042, -0.055], [-0.024, -0.110, -0.002], [0.029, 0.010, 0.002], [-0.033, 0.010, -0.010], [-0.022, -0.037, -0.015], [-0.031, 0.033, -0.013], [-0.004, 0.015, 0.015], [-0.005, 0.027, 0.000], [-0.041, 0.034, -0.023], [-0.008, 0.019, -0.012], [0.025, -0.031, 0.008], [0.031, 0.019, -0.013], [-0.015, 0.020, 0.006], [0.014, 0.019, 0.015], [0.005, -0.008, -0.028], [0.044, -0.139, -0.109], [-0.640, 0.572, -0.750], [0.547, -0.715, -0.517], [-0.183, 0.364, -0.017], [-1.601, 0.246, -0.075], [0.147, 0.096, 0.044], [-0.098, -0.206, -0.116], [0.022, 0.043, 0.039], [-0.061, 0.037, 0.063], [0.031, -0.184, 0.040], [-0.040, -0.038, 0.070], [-0.030, -0.010, -0.192], [-0.032, 0.006, 0.012], [0.017, 0.015, 0.008], [-0.006, 0.010, -0.020], [-0.027, 0.038, 0.005], [-0.014, 0.037, 0.029]],
  "gap_ev": 5.6,
  "charge": -1
}